[1]
Below is a structure of composition C11H15InNP, with properties calculated with ωB97M-V with the def2-TZVPD basis set.

XYZ file:
```
29
Properties=species:S:1:pos:R:3:forces:R:3
C -0.385 0.902 -3.850 0.92 0.47 0.72
C -1.259 1.452 -2.862 0.94 0.14 0.51
C -0.503 2.406 -2.097 -0.12 -0.37 -0.80
C 0.807 2.494 -2.647 -0.22 -0.52 0.12
C 0.913 1.564 -3.709 -1.10 -0.49 0.37
In 1.722 -2.252 -1.241 0.96 1.74 -0.52
P -0.181 -3.893 -0.523 -1.35 -1.06 0.49
H -0.607 0.122 -4.584 -0.06 0.40 0.21
H -2.300 1.175 -2.651 0.45 0.11 -0.29
H -0.852 2.982 -1.238 -0.06 -0.06 -0.34
H 1.802 1.375 -4.315 -0.38 0.12 0.11
H 1.596 3.165 -2.292 -0.29 -0.27 -0.18
H 0.466 -5.170 -0.371 -0.57 0.52 0.05
H -1.290 -4.215 -1.368 0.37 -0.04 0.53
H -0.783 -3.673 0.761 0.18 -0.34 -0.60
N 0.098 0.252 0.068 0.50 -0.96 -0.48
C 0.079 0.169 1.445 0.00 -0.06 0.64
C 1.276 -0.052 2.165 -0.40 -0.06 -0.29
C 1.244 -0.180 3.549 -0.36 0.11 0.02
C 0.028 -0.075 4.239 0.04 -0.15 -0.23
C -1.161 0.126 3.527 0.18 0.01 -0.08
C -1.149 0.250 2.139 0.43 -0.08 -0.03
H 0.963 0.536 -0.387 -0.49 0.47 0.15
H -0.724 0.617 -0.397 0.26 0.18 -0.28
H 2.214 -0.138 1.597 -0.32 0.11 0.35
H 2.171 -0.359 4.093 -0.22 0.07 -0.09
H 0.004 -0.184 5.321 0.01 0.06 -0.20
H -2.115 0.191 4.057 0.34 -0.01 -0.13
H -2.073 0.413 1.570 0.38 -0.04 0.29
```
Forces are in eV/Å.

Output
LUMO, eV: -1.8
Kohn-Sham gap, eV: 3.80

[2]
Below is a cluster of 2 separate species, C10H22NO in total, with properties calculated with ωB97M-V with the def2-TZVPD basis set.

XYZ file:
```
34
Properties=species:S:1:pos:R:3:forces:R:3
C 4.258 1.968 0.222 0.62 -0.59 -0.49
C 3.080 1.067 -0.538 -1.29 1.03 0.78
N 1.831 1.083 0.315 -0.71 0.53 -1.56
C 0.585 1.378 -0.486 1.12 -1.60 -0.16
C -0.829 0.979 0.294 0.65 0.64 -0.84
C 0.467 2.895 -1.084 -1.08 0.41 -0.37
C 1.283 4.053 -0.273 -0.79 0.96 -0.49
H 3.849 2.593 1.128 0.53 -1.39 -1.89
H 5.112 1.246 0.633 -1.60 1.60 -0.84
H 4.723 2.706 -0.580 -0.66 -1.39 1.71
H 3.423 -0.041 -0.748 -0.07 1.81 0.33
H 2.895 1.573 -1.578 0.43 -0.83 1.43
H 0.621 0.650 -1.431 -0.44 1.32 1.22
H -1.075 1.845 1.042 0.41 -1.75 -1.04
H -1.672 1.016 -0.546 1.54 -0.24 1.80
H -0.773 -0.090 0.790 -0.10 2.51 -1.01
H -0.691 3.184 -1.041 2.30 -0.49 -0.22
H 0.739 2.918 -2.246 -0.37 -0.03 2.53
H 1.902 3.694 0.650 -1.05 0.24 -2.09
H 0.474 4.817 0.150 1.75 -1.39 -0.88
H 1.929 4.642 -1.082 -1.09 -1.15 2.04
C -2.560 -4.015 -0.365 0.28 -0.36 -0.45
C -2.921 -4.149 1.092 -0.50 -0.23 0.36
C -2.076 -3.067 1.728 0.38 0.34 0.09
O -1.930 -2.026 0.753 -0.34 -0.74 0.00
C -2.390 -2.519 -0.513 0.03 0.53 -0.04
H -3.311 -4.428 -1.044 0.07 0.05 0.04
H -1.607 -4.521 -0.560 -0.11 0.05 -0.02
H -3.985 -3.924 1.233 0.08 -0.05 0.02
H -2.724 -5.142 1.504 -0.01 0.10 0.00
H -1.075 -3.438 1.974 -0.03 -0.04 0.09
H -2.531 -2.660 2.636 0.09 0.08 -0.10
H -3.346 -2.031 -0.733 -0.01 -0.02 -0.11
H -1.674 -2.253 -1.295 -0.03 0.11 0.17
```
Forces are in eV/Å.

Output
LUMO, eV: 2.9
Net charge: -1
Kohn-Sham gap, eV: 4.20

So what do the calculations give for energy above the lowest of the compared OMol25 structures with the same formula, charge and spin? Going down the list: 0.284 2.352 eV.